Formula: C4H5NO2
Source: the Open Molecules 2025 dataset
Level of theory: ωB97M-V/def2-TZVPD

Last column: Löwdin charge in e.
CARTESIAN COORDINATES (ANGSTROEM)
C -1.023 1.261 -0.161  0.08
C -1.843 0.087 -0.250  -0.08
C -1.046 -1.171 0.160  -0.13
C 0.463 -0.827 0.094  -0.37
H 2.147 0.860 -0.898  0.30
H -1.132 2.272 -0.385  0.08
H -2.923 0.144 -0.233  0.08
H -1.300 -1.699 1.130  0.13
H -1.409 -2.091 -0.614  0.17
N 0.267 0.568 0.499  -0.12
O 1.365 1.318 0.064  -0.20
O 1.566 -1.263 -0.257  0.06

Properties
Orbital gap, hartree: 0.3555
ΔE to the lowest compared entry with this formula, charge and spin, eV: 6.179
Largest force on an atom, eV/A: 9.72
LUMO energy, Eh: 0.0176



Formula: C4H5NO2
Source: the Open Molecules 2025 dataset
Level of theory: ωB97M-V/def2-TZVPD

Last column: Löwdin charge in e.
CARTESIAN COORDINATES (ANGSTROEM)
C -0.159 -2.100 -0.517  -0.02
O -0.962 -0.923 -0.749  -0.03
C -0.991 -0.126 0.283  -0.13
N -0.869 0.363 1.325  -0.09
O -0.737 1.017 2.354  -0.05
H 0.885 -1.811 -0.370  0.10
H -0.536 -2.627 0.364  0.10
H -0.270 -2.715 -1.409  0.10
C 0.810 2.448 0.233  -0.01
C 1.039 2.052 -0.880  0.00
H 0.544 2.701 1.239  0.02
H 1.246 1.721 -1.873  0.02

Properties
Orbital gap, hartree: 0.3586
ΔE to the lowest compared entry with this formula, charge and spin, eV: 6.652
Largest force on an atom, eV/A: 1.01
SMILES: COC#[N+][O-].C#C
LUMO energy, Eh: 0.0226



Formula: C4H5NO2
Source: the Open Molecules 2025 dataset
Level of theory: ωB97M-V/def2-TZVPD

Last column: Löwdin charge in e.
CARTESIAN COORDINATES (ANGSTROEM)
C 2.002 0.401 -0.691  -0.06
O 0.663 0.255 -1.181  -0.08
C -0.243 -0.199 -0.286  -0.39
C -1.493 0.441 0.065  0.03
C -2.006 -0.412 0.990  -0.10
O -1.152 -1.446 1.188  -0.05
N -0.054 -1.307 0.378  0.13
H 1.992 0.967 0.246  0.09
H 2.494 -0.563 -0.526  0.09
H 2.552 0.965 -1.449  0.09
H -1.850 1.384 -0.333  0.11
H -2.905 -0.487 1.600  0.13

Properties
Orbital gap, hartree: 0.4011
ΔE to the lowest compared entry with this formula, charge and spin, eV: 2.414
Largest force on an atom, eV/A: 0.60
SMILES: COc1ccon1
LUMO energy, Eh: 0.0365



Formula: C4H5NO2
Source: the Open Molecules 2025 dataset
Level of theory: ωB97M-V/def2-TZVPD

Last column: Löwdin charge in e.
CARTESIAN COORDINATES (ANGSTROEM)
O 2.351 0.078 -1.132  0.08
C 1.530 0.741 -0.550  -0.19
C 0.055 0.396 -0.493  -0.24
C -0.276 -1.090 -0.244  -0.14
N -1.226 -1.053 0.873  0.08
C -1.255 0.147 1.270  -0.22
O -0.496 1.080 0.644  -0.03
H 1.804 1.642 0.038  0.14
H -0.505 0.744 -1.370  0.16
H -0.735 -1.540 -1.127  0.12
H 0.605 -1.692 0.010  0.12
H -1.853 0.546 2.081  0.14

Properties
Orbital gap, hartree: 0.3903
ΔE to the lowest compared entry with this formula, charge and spin, eV: 1.282
Largest force on an atom, eV/A: 0.53
SMILES: O=C[C@H]1CN=CO1
LUMO energy, Eh: 0.0232